Entry 1:
Below is a structure of composition C39H37BrF4KN12O3S2, with properties calculated with ωB97M-V/def2-TZVPD.

**Net charge**: +1
**Total energy**: -6760.7390 Eh

Each line ends with the Mulliken charge.
Atoms and positions in Å:
K (0.52610, 0.40013, -0.60902)  1.318
C (2.58280, -3.80537, -2.39752)  -1.017
N (1.83460, -2.90067, -3.24702)  0.222
C (1.96210, -3.13047, -4.66882)  -1.039
C (1.20870, -1.85167, -2.69212)  0.499
O (1.18820, -1.65667, -1.48582)  -0.939
C (0.49370, -0.89707, -3.64312)  -1.075
O (0.14990, 0.24853, -2.91152)  0.217
C (-0.75750, 1.07993, -3.57892)  -1.112
C (-1.07380, 2.25853, -2.66242)  0.359
O (-0.54350, 2.34873, -1.56152)  -0.307
N (-1.94260, 3.17043, -3.11222)  0.163
C (-2.61000, 3.15663, -4.39262)  -1.041
C (-2.32390, 4.28093, -2.26072)  -0.900
H (2.22640, -4.82827, -2.52722)  0.405
H (2.43210, -3.49977, -1.36512)  0.199
H (3.64480, -3.75957, -2.64592)  0.403
H (2.21100, -4.17817, -4.82812)  0.355
H (2.76390, -2.51817, -5.09222)  0.326
H (1.03170, -2.92097, -5.19292)  0.369
H (-0.40810, -1.40047, -4.02382)  0.469
H (1.13740, -0.63517, -4.49522)  0.540
H (-1.68870, 0.53613, -3.79982)  0.549
H (-0.32160, 1.44293, -4.52272)  0.469
H (-2.14770, 2.46153, -5.08412)  0.376
H (-2.56030, 4.15703, -4.82522)  0.339
H (-3.66110, 2.88563, -4.26892)  0.335
H (-1.84210, 4.17143, -1.29232)  0.049
H (-3.40570, 4.28943, -2.12182)  0.378
H (-2.01210, 5.22193, -2.71742)  0.356
N (2.53540, -1.62587, 1.69968)  -0.214
C (3.73890, -1.01567, 1.81338)  0.652
C (4.89460, -1.56257, 1.23428)  -0.324
C (6.10200, -0.90677, 1.33268)  -0.496
C (6.19450, 0.29483, 2.02208)  -0.793
C (5.05770, 0.84213, 2.60658)  -0.509
C (3.84480, 0.20113, 2.50598)  -0.297
H (2.46170, -2.53677, 1.28238)  0.147
H (1.74750, -1.27827, 2.22208)  -0.251
H (4.82640, -2.50637, 0.71248)  0.409
H (6.98060, -1.32187, 0.86228)  0.430
H (7.14790, 0.79073, 2.11088)  0.399
H (5.12560, 1.77283, 3.14688)  0.419
H (2.95660, 0.60393, 2.97168)  0.343
F (-6.53960, -0.66747, 2.31818)  -0.313
C (-5.96560, -1.83617, 2.00068)  0.274
C (-6.55320, -3.00007, 2.41178)  0.163
F (-7.68990, -2.93207, 3.10598)  -0.289
C (-5.98060, -4.28407, 2.14708)  0.170
C (-4.76590, -4.25387, 1.39228)  0.017
C (-4.19000, -3.08687, 0.97558)  0.365
F (-3.03410, -3.13347, 0.29148)  -0.231
C (-4.74430, -1.80777, 1.26658)  0.568
C (-4.10810, -0.61737, 0.89978)  1.033
C (-2.89320, -0.54077, 0.21138)  -0.534
N (-1.89180, -0.34867, -0.31702)  -0.489
C (-4.54590, 0.66393, 1.27358)  -0.353
N (-4.78770, 1.74223, 1.58538)  -0.362
F (-4.15710, -5.40567, 1.09748)  -0.296
C (-6.55220, -5.47117, 2.61118)  0.973
C (-5.99720, -6.74677, 2.39618)  -0.069
N (-5.59280, -7.81327, 2.26908)  -0.402
C (-7.73760, -5.53067, 3.36898)  -0.089
N (-8.68980, -5.65327, 3.99738)  -0.399
N (-2.57120, -1.47717, 3.53148)  -0.267
C (-1.86410, -0.33217, 3.65098)  0.177
N (-2.50910, 0.77943, 4.02728)  -0.311
S (-0.23860, -0.30237, 3.33528)  -0.356
H (-3.45930, -1.56197, 3.99838)  0.211
H (-2.04360, -2.32587, 3.40308)  0.200
H (-3.50860, 0.81653, 4.14928)  0.238
H (-1.99670, 1.64513, 4.03458)  0.100
Br (-3.60910, 4.87463, 1.74328)  -0.136
C (-1.87840, 4.21603, 2.17338)  -0.245
C (-1.05880, 4.90153, 3.05868)  -0.305
C (0.21530, 4.40613, 3.27838)  -0.940
C (0.60800, 3.25983, 2.60418)  -0.339
N (-0.19220, 2.59053, 1.78938)  0.657
C (-1.41200, 3.04883, 1.57948)  -0.253
H (-1.41430, 5.79343, 3.55278)  0.473
H (0.88690, 4.91023, 3.95168)  0.494
H (1.59970, 2.85183, 2.71878)  0.293
H (-2.04390, 2.46903, 0.92248)  0.321
N (1.83110, 3.68893, -0.44232)  -0.075
C (2.87440, 2.91443, -0.78692)  0.132
N (2.83260, 1.63533, -0.92262)  0.634
C (4.05990, 1.11863, -1.23972)  -1.312
C (4.33730, -0.21577, -1.50452)  0.282
C (5.62730, -0.57357, -1.84062)  -0.889
C (6.64400, 0.36993, -1.92512)  -0.601
C (6.38900, 1.70713, -1.67722)  -0.505
C (5.10050, 2.06763, -1.33542)  0.824
S (4.46670, 3.65983, -1.00892)  -0.369
H (0.91710, 3.27933, -0.56372)  -0.161
H (1.90890, 4.67803, -0.60982)  0.295
H (3.54580, -0.94317, -1.44122)  0.538
H (5.85120, -1.60877, -2.04312)  0.420
H (7.64410, 0.05463, -2.18362)  0.428
H (7.16740, 2.44873, -1.77782)  0.432

=====

Entry 2:
Below is a structure of composition C39H37IrN12O6S2, with properties calculated with ωB97M-V/def2-TZVPD.

**Net charge**: +1
**2S+1**: 2
**Energy above the lowest of the compared OMol25 structures with the same formula, charge and spin**: 1.8100 eV
**Total energy**: -3517.3831 Eh

Each line ends with the Mulliken spin population.
Atoms and positions in Å:
Ir (1.00155, -1.15060, 0.18419)  0.503
N (-0.40321, -5.08784, -1.60395)  0.007
C (0.23009, -4.05263, -1.00812)  0.002
S (-0.53269, -2.49963, -1.14251)  0.142
N (1.33419, -4.25332, -0.40592)  -0.010
N (1.93954, -3.21185, 0.21929)  0.019
C (3.19152, -3.42051, 0.47987)  0.011
C (4.08014, -2.59164, 1.20358)  -0.045
C (5.44279, -2.93715, 1.25610)  0.002
C (6.33363, -2.19915, 1.98790)  -0.003
C (5.86185, -1.09792, 2.71895)  0.004
C (4.54033, -0.73607, 2.67411)  0.015
C (3.61149, -1.45251, 1.88227)  0.032
O (2.36909, -1.07229, 1.85586)  0.159
H (-1.18815, -4.91886, -2.20541)  0.001
H (0.06759, -5.97501, -1.64298)  -0.001
H (3.59082, -4.36016, 0.11632)  0.000
H (5.77911, -3.79777, 0.69016)  0.000
H (7.38143, -2.46192, 2.01419)  0.000
H (6.55611, -0.52200, 3.31716)  0.000
H (4.15829, 0.10944, 3.23185)  -0.001
C (-2.96933, -1.60832, 4.28790)  0.000
N (-1.82694, -1.91074, 3.42103)  0.000
C (-1.24067, -1.12588, 2.52173)  -0.004
N (-0.30458, -1.81810, 1.89437)  0.049
C (-0.36311, -3.05481, 2.45631)  -0.005
N (-1.28027, -3.14221, 3.38363)  0.000
C (-4.21280, -1.37398, 3.46364)  0.000
C (-5.09561, -2.40795, 3.17762)  0.000
C (-6.17463, -2.18871, 2.33073)  0.000
C (-6.36144, -0.95396, 1.73248)  0.000
C (-5.46900, 0.07940, 2.00788)  0.000
C (-4.41142, -0.13027, 2.88579)  0.000
C (-5.53404, 1.32887, 1.26349)  0.000
N (-6.42192, 1.74165, 0.42045)  0.000
N (-5.90674, 2.86374, -0.18215)  0.000
C (-4.73620, 3.06056, 0.32984)  0.000
O (-4.44634, 2.13595, 1.27482)  0.000
C (-3.67785, 3.95935, -0.10930)  0.000
C (-3.86210, 4.79851, -1.20599)  0.000
C (-2.78180, 5.50183, -1.70899)  0.000
C (-1.51890, 5.35404, -1.14720)  0.000
C (-1.33826, 4.54490, -0.03331)  0.001
C (0.02067, 4.39879, 0.61201)  -0.001
N (0.31731, 3.01348, 0.95687)  0.001
C (0.26770, 1.94148, 0.17615)  -0.008
N (0.57009, 0.87711, 0.90400)  0.012
C (0.83434, 1.36933, 2.14331)  -0.002
N (0.67308, 2.66185, 2.21254)  -0.001
C (-2.42720, 3.86685, 0.49376)  0.000
H (-2.72994, -0.72551, 4.87965)  0.000
H (-3.08226, -2.46462, 4.94684)  0.000
H (-1.48467, -0.09107, 2.35615)  -0.001
H (0.28544, -3.87280, 2.19258)  0.002
H (-4.93566, -3.38782, 3.61055)  0.000
H (-6.85579, -2.99940, 2.11053)  0.000
H (-7.16719, -0.77909, 1.03260)  0.000
H (-3.73189, 0.68630, 3.10132)  0.000
H (-4.83975, 4.86423, -1.66358)  0.000
H (-2.91583, 6.16029, -2.55634)  0.000
H (-0.67153, 5.86880, -1.58406)  0.000
H (0.05931, 4.95159, 1.54951)  0.000
H (0.79937, 4.78005, -0.04813)  0.000
H (0.00785, 1.94366, -0.86757)  0.000
H (1.13997, 0.76150, 2.97758)  0.001
H (-2.30123, 3.24234, 1.37004)  0.000
O (2.95488, 1.50541, -0.17755)  0.008
C (3.22555, 0.63602, -0.98162)  0.001
N (2.57802, -0.56924, -1.10885)  0.011
S (3.20796, -1.51664, -2.33412)  -0.005
O (2.16490, -1.85620, -3.25661)  0.001
O (3.99047, -2.60851, -1.82790)  0.000
C (4.33212, -0.27606, -2.90891)  0.004
C (5.24245, -0.32034, -3.94334)  0.000
C (6.14168, 0.73361, -4.04788)  0.001
C (6.12928, 1.78137, -3.13154)  0.000
C (5.19655, 1.81658, -2.10418)  -0.001
C (4.29559, 0.77236, -2.00787)  -0.003
H (5.26154, -1.14895, -4.63826)  0.000
H (6.86859, 0.73062, -4.84854)  0.000
H (6.86414, 2.57047, -3.21581)  0.000
H (5.17323, 2.61870, -1.37914)  0.000
C (-2.60363, 0.25119, -0.46157)  0.004
C (-2.11242, 0.31755, -1.89087)  -0.004
O (-0.69156, 0.19415, -1.94403)  0.090
C (-0.18582, 0.31953, -3.28556)  0.003
C (-0.55374, -0.80943, -4.23539)  0.008
H (-3.69115, 0.19109, -0.46398)  0.000
H (-2.28853, 1.12265, 0.11126)  0.002
H (-2.20772, -0.64356, 0.02042)  0.000
H (-2.40302, 1.26901, -2.35522)  0.002
H (-2.57871, -0.49376, -2.45558)  0.001
H (0.89645, 0.36051, -3.17422)  -0.001
H (-0.54303, 1.27528, -3.68871)  0.000
H (0.01183, -1.70429, -3.99792)  -0.004
H (-0.30105, -0.51314, -5.25357)  0.000
H (-1.61862, -1.03778, -4.20693)  -0.001